Entry 1:
C9H26BrCdNO5 | ωB97M-V/def2-TZVPD

Relative energy (zero: lowest compared OMol25 entry of this formula, charge and spin) = 0.0 kcal/mol

Geometry (Å):
Cd1 0.452 -1.321 -2.254
Br1 1.093 -1.792 -4.948
O1 -1.124 -0.021 -3.107
O2 -0.363 -1.029 -0.224
O3 -1.240 -2.831 -2.594
O4 1.651 -3.053 -1.612
O5 1.930 0.324 -2.402
N1 -0.321 -0.045 0.747
C1 2.007 0.714 0.875
C2 0.548 0.623 2.891
C3 -1.510 1.670 1.990
C4 1.278 -1.504 1.823
C5 -0.224 1.927 2.779
C6 -1.265 1.012 0.624
C7 -2.606 0.449 0.193
C8 0.846 -0.067 1.552
C9 -0.784 2.060 -0.404
H1 0.411 -2.101 2.101
H2 1.485 0.803 3.440
H3 -1.619 2.634 -0.830
H4 -3.360 1.234 0.166
H5 1.647 -1.945 0.890
H6 -1.285 0.190 -4.032
H7 -1.751 0.476 -2.572
H8 2.118 -1.520 2.516
H9 -1.974 2.649 1.800
H10 2.751 0.407 -1.908
H11 0.347 2.696 2.252
H12 1.982 0.566 -0.207
H13 -2.868 -0.394 0.835
H14 1.940 1.790 1.057
H15 -0.315 1.543 -1.244
H16 -2.554 -0.002 -0.800
H17 1.298 -3.938 -1.739
H18 2.994 0.425 1.260
H19 -1.164 -3.751 -2.327
H20 -2.209 1.103 2.609
H21 -2.136 -2.577 -2.354
H22 2.071 0.774 -3.242
H23 2.373 -3.153 -0.986
H24 -0.470 2.280 3.781
H25 0.018 -0.077 3.551
H26 -0.099 2.774 0.054

Calculated atomic charges, method Mulliken, unit e: 1.29 -0.72 -0.43 -0.75 -0.48 -0.47 -0.54 0.47 -0.51 -1.31 -1.25 -1.39 -0.66 1.61 -1.69 1.49 -1.56 0.44 0.39 0.43 0.41 -0.08 0.23 0.26 0.43 0.41 0.17 0.30 -0.92 0.44 0.38 0.09 0.08 0.25 0.58 0.27 0.42 0.30 0.24 0.24 0.37 0.41 0.37

Entry 2:
C19H25N3O4 | ωB97M-V/def2-TZVPD

Relative energy (zero: lowest compared OMol25 entry of this formula, charge and spin) = 63.8 kcal/mol

Geometry (Å):
O1 -4.530 0.358 0.306
O2 0.149 -0.986 -1.426
O3 4.471 0.741 1.563
O4 -1.568 -2.177 0.437
N1 -2.379 0.565 -0.343
N2 -1.636 -3.803 -1.024
N3 -0.386 -3.755 -0.513
C1 0.793 -2.319 1.134
C2 2.653 -0.682 1.239
C3 0.408 -1.645 -2.653
C4 3.450 0.353 0.756
C5 5.309 1.788 1.132
C6 1.275 -0.599 -0.713
C7 3.155 0.905 -0.487
C8 -1.023 1.147 1.648
C9 2.073 0.427 -1.201
C10 -0.362 -2.775 0.328
C11 -2.053 1.610 0.602
C12 -3.603 0.008 -0.398
C13 -3.767 -1.102 -1.432
C14 -1.425 2.840 -0.088
C15 -2.316 -2.863 -0.457
C16 -0.095 2.341 1.849
C17 1.575 -1.175 0.523
C18 0.004 2.938 0.449
C19 -3.715 -2.480 -0.749
H1 -1.451 2.733 -1.172
H2 3.745 1.706 -0.902
H3 -1.499 0.820 2.571
H4 -0.551 -1.742 -3.158
H5 -3.005 -1.036 -2.209
H6 -0.457 0.311 1.237
H7 -4.752 -0.979 -1.884
H8 -0.551 3.061 2.531
H9 0.373 3.963 0.455
H10 -3.002 1.874 1.076
H11 5.829 1.530 0.204
H12 0.679 2.331 -0.156
H13 0.875 2.047 2.248
H14 -1.609 0.156 -0.856
H15 0.431 -2.012 2.119
H16 2.900 -1.104 2.201
H17 6.039 1.926 1.927
H18 4.749 2.718 0.990
H19 1.832 0.869 -2.157
H20 1.467 -3.170 1.258
H21 1.097 -1.071 -3.278
H22 -4.131 -3.246 -1.403
H23 -4.296 -2.437 0.175
H24 -1.987 3.736 0.173
H25 0.819 -2.643 -2.471

Calculated atomic charges, method Mulliken, unit e: -0.71 0.07 -0.46 -0.17 0.17 -0.52 -0.49 -1.15 -0.73 -1.24 0.61 -0.87 0.67 -0.27 0.28 -1.37 0.56 -0.23 0.56 -0.52 -1.10 0.61 -0.97 0.54 0.09 -0.80 0.41 0.44 0.49 0.27 0.21 -0.62 0.43 0.37 0.45 0.44 0.34 -0.32 0.41 -0.10 0.37 0.48 0.25 0.33 0.40 0.59 0.39 0.32 0.39 0.26 0.39

Entry 3:
C42H57IrN4O3P | ωB97M-V/def2-TZVPD

Total charge = +1
Relative energy (zero: lowest compared OMol25 entry of this formula, charge and spin) = 21.9 kcal/mol

Geometry (Å):
Ir1 0.090 -1.015 0.023
P1 -1.384 -1.818 1.714
O1 -0.605 -1.041 -1.888
O2 1.610 -1.104 1.430
O3 -2.305 -0.926 -4.193
N1 -0.896 0.874 -0.240
N2 1.655 0.298 -0.870
N3 1.744 -3.305 0.762
N4 0.793 -2.870 -0.157
C1 -1.896 5.773 -0.018
C2 5.633 2.512 -3.176
C3 3.517 -3.819 2.898
C4 0.440 -3.691 -1.078
C5 3.135 -2.523 2.554
C6 4.468 -4.021 3.884
C7 -0.686 3.165 -0.849
C8 -1.772 0.360 -3.915
C9 4.672 -1.642 4.178
C10 4.581 4.265 -1.747
C11 -2.501 -3.154 1.072
C12 -0.139 1.906 -0.674
C13 -2.056 3.381 -0.697
C14 3.605 3.705 -3.988
C15 4.304 3.133 -2.747
C16 -2.493 -0.516 2.472
C17 -0.953 -2.160 -2.526
C18 3.392 2.115 -2.079
C19 -2.828 2.255 -0.435
C20 3.715 -1.435 3.199
C21 2.092 2.475 -1.707
C22 1.255 1.563 -1.089
C23 -0.880 -4.592 -2.873
C24 -1.774 0.802 2.803
C25 2.103 -2.306 1.521
C26 -1.760 -4.486 -3.925
C27 -4.132 4.810 -0.554
C28 -2.203 -3.229 -4.304
C29 -3.175 -2.659 -0.209
C30 -0.478 -3.450 -2.167
C31 -2.645 4.769 -0.905
C32 -2.213 1.038 -0.217
C33 -2.468 5.149 -2.382
C34 -1.100 -3.559 4.048
C35 0.263 -1.464 4.000
C36 -3.619 -3.743 1.938
C37 5.046 -2.933 4.524
C38 -1.801 -2.073 -3.651
C39 2.892 -0.050 -1.183
C40 -0.411 -2.535 3.139
C41 -3.259 -0.944 3.733
C42 3.788 0.818 -1.780
H1 -4.313 4.513 0.480
H2 4.776 0.458 -2.023
H3 5.127 -0.794 4.673
H4 -0.690 0.385 -4.054
H5 -0.965 1.058 2.121
H6 -3.248 -0.331 1.705
H7 -2.013 0.694 -2.907
H8 -0.456 -1.018 4.687
H9 -4.504 5.828 -0.676
H10 5.265 4.988 -2.191
H11 -2.967 4.434 -3.037
H12 -2.359 6.756 -0.109
H13 -1.783 -3.953 0.841
H14 6.209 2.151 -2.323
H15 -1.414 5.191 -2.662
H16 3.666 4.795 -1.478
H17 5.486 1.684 -3.871
H18 3.360 2.919 -4.704
H19 -3.319 -4.087 2.920
H20 4.265 4.418 -4.481
H21 -2.505 -2.157 -0.890
H22 -0.496 -5.558 -2.570
H23 -3.905 2.302 -0.382
H24 -2.899 6.134 -2.563
H25 -4.427 -3.022 2.058
H26 1.031 -1.943 4.609
H27 -2.092 -5.360 -4.466
H28 6.237 3.264 -3.682
H29 -3.630 -3.496 -0.740
H30 -1.348 0.754 3.801
H31 -2.793 0.144 -0.047
H32 -2.499 1.618 2.800
H33 -1.392 -4.457 3.508
H34 -1.930 5.479 1.032
H35 -2.246 1.022 -4.637
H36 -2.592 -1.016 4.589
H37 2.686 4.234 -3.735
H38 -3.988 -1.972 0.043
H39 -3.984 -0.160 3.962
H40 4.761 -5.027 4.152
H41 -1.965 -3.173 4.581
H42 -4.042 -4.596 1.403
H43 0.347 -3.124 2.626
H44 3.067 -4.659 2.386
H45 -3.801 -1.877 3.644
H46 -4.724 4.169 -1.209
H47 -2.872 -3.111 -5.147
H48 -0.043 3.980 -1.144
H49 3.170 -1.072 -0.951
H50 5.790 -3.092 5.294
H51 0.889 -4.677 -1.000
H52 -0.366 -3.866 4.796
H53 0.737 -0.677 3.420
H54 1.741 3.475 -1.905
H55 -0.851 5.877 -0.310
H56 5.035 3.885 -0.830
H57 3.412 -0.433 2.929

Mulliken atomic charge list, values in e, 99 entries: 2.23 -0.55 -0.73 -0.94 -0.55 1.11 0.33 -1.10 1.06 -1.62 -2.18 -0.41 -0.44 0.66 -0.80 -0.79 -0.35 -0.94 -1.58 0.94 -0.33 0.31 -1.55 1.89 0.93 0.08 0.43 -0.89 -0.02 -0.24 -0.04 -1.23 -1.68 -0.03 -0.82 -2.04 -0.66 -1.48 1.34 1.80 -0.92 -1.58 -1.75 -2.05 -1.94 -0.41 0.29 -0.94 1.53 -1.73 -0.92 0.42 0.50 0.42 0.21 0.04 0.58 0.02 0.39 0.44 0.45 0.34 0.45 0.45 0.40 0.33 0.34 0.44 0.36 0.37 0.46 0.06 0.45 0.56 0.47 0.41 0.56 0.41 0.43 0.49 0.47 0.17 0.47 0.39 0.36 0.35 0.29 0.32 0.38 0.47 0.42 0.29 0.48 0.12 0.45 0.31 0.37 0.52 0.59

Entry 4:
C2H4N4OS | ωB97M-V/def2-TZVPD

Relative energy (zero: lowest compared OMol25 entry of this formula, charge and spin) = 10.1 kcal/mol

Geometry (Å):
S1 0.854 -2.831 1.712
O1 -1.783 0.448 -0.975
N1 0.427 0.353 -0.349
N2 1.096 -0.399 0.617
N3 -0.933 -1.306 0.327
N4 0.665 1.731 -0.347
C1 0.328 -1.504 0.889
C2 -0.819 -0.202 -0.333
H1 -0.061 2.238 0.168
H2 0.696 2.050 -1.318
H3 2.105 -0.506 0.478
H4 -2.575 -0.072 -0.871

Calculated atomic charges, method Mulliken, unit e: -0.37 -0.47 0.32 -0.24 -0.53 -0.60 0.09 0.58 0.25 0.27 0.30 0.38

Entry 5:
C24H51BBrClF4KLiNa2O14PSSi | ωB97M-V/def2-TZVPD

Total charge = +1

Geometry (Å):
Br1 -2.532 2.640 1.471
K1 -5.451 6.012 1.108
Cl1 -3.516 4.942 2.386
S1 0.716 -0.395 -2.782
P1 -3.316 1.170 -3.587
Si1 -1.796 1.900 5.421
Na1 1.545 1.583 5.461
Na2 0.084 3.124 -0.601
F1 0.800 -2.956 -7.520
F2 -1.469 -2.985 -7.100
F3 -0.025 -4.127 -5.715
F4 -0.408 -4.884 -7.856
O1 -2.595 2.158 -4.664
O2 -3.574 2.514 -2.586
O3 -2.718 -1.947 5.598
O4 -1.673 0.165 2.309
O5 -2.868 -3.885 6.652
O6 -1.537 -2.277 7.508
O7 0.179 -0.489 -1.434
O8 5.011 -0.119 1.109
O9 -1.014 -6.184 -3.316
O10 4.285 1.152 2.796
O11 0.087 -6.325 -0.582
O12 -2.565 -0.177 -4.201
O13 0.468 0.771 -3.607
O14 -4.747 0.895 -3.931
C1 0.331 4.898 4.516
C2 0.260 -5.700 -2.926
C3 5.162 0.208 2.237
C4 0.829 -6.514 -1.783
C5 2.449 5.595 3.109
C6 -1.971 3.785 5.241
C7 1.560 -2.233 -4.444
C8 4.795 2.470 2.595
C9 -0.781 -7.408 -0.302
C10 6.288 -0.363 3.091
C11 0.281 -1.862 -3.701
C12 0.910 5.605 3.194
C13 2.962 4.247 2.489
C14 -2.300 1.051 2.731
C15 -4.132 2.246 -1.303
C16 -1.208 1.966 -4.981
C17 -1.003 4.150 4.114
C18 -3.042 -0.730 -5.439
C19 2.699 -2.052 -3.434
C20 2.485 -0.701 -2.738
C21 3.924 3.459 3.404
C22 -2.328 -2.768 6.697
C23 -2.933 1.005 4.159
C24 -2.073 -5.381 -2.839
B1 -0.274 -3.745 -7.052
Li1 0.157 3.423 2.351
H1 2.949 5.824 4.054
H2 5.830 2.561 2.958
H3 -0.811 3.184 3.554
H4 0.918 -5.803 -3.794
H5 -2.098 -4.433 -3.387
H6 -1.124 1.484 -5.955
H7 0.448 5.105 2.301
H8 0.156 5.723 5.214
H9 -3.253 0.050 -6.171
H10 3.336 2.873 4.130
H11 -1.858 4.312 6.193
H12 -1.440 -7.110 0.513
H13 -3.927 -1.336 -5.266
H14 2.822 -0.721 -1.703
H15 -5.149 1.854 -1.385
H16 7.227 -0.358 2.534
H17 4.770 2.719 1.523
H18 2.979 0.109 -3.274
H19 3.457 4.421 1.529
H20 2.726 6.391 2.404
H21 3.675 -2.095 -3.914
H22 6.360 0.191 4.031
H23 6.026 -1.405 3.306
H24 0.585 6.650 3.190
H25 -0.378 1.620 5.010
H26 -3.006 -5.913 -3.019
H27 -0.724 2.942 -5.035
H28 4.592 4.115 3.972
H29 1.707 -1.561 -5.292
H30 0.213 -4.639 -2.666
H31 -4.139 3.195 -0.765
H32 2.662 -2.855 -2.696
H33 -2.977 3.980 4.846
H34 1.516 -3.251 -4.826
H35 0.875 -7.574 -2.050
H36 -1.525 4.837 3.436
H37 -3.292 -2.641 5.226
H38 1.851 -6.173 -1.582
H39 0.004 -2.634 -2.982
H40 -3.509 1.539 -0.755
H41 -3.933 1.445 4.076
H42 -0.202 -8.282 0.016
H43 2.046 3.633 2.310
H44 -0.557 -1.649 -4.362
H45 -2.954 -0.081 4.439
H46 1.086 4.245 4.990
H47 -2.053 1.449 6.796
H48 -1.982 -5.185 -1.766
H49 -2.250 -1.374 -5.824
H50 -0.695 1.359 -4.238
H51 -1.392 -7.668 -1.169

Mulliken atomic charge list, values in e, 99 entries: -0.16 0.73 -0.63 1.32 1.14 0.54 0.94 0.84 -0.42 -0.37 -0.07 -0.35 -0.44 -0.31 -0.45 -0.40 -0.71 -0.71 -0.82 -0.47 -0.40 -0.24 -0.36 -0.24 -0.82 -0.72 -0.38 0.59 0.51 -0.81 -0.96 -0.72 -0.54 -0.58 -0.72 -0.96 0.48 -1.11 0.16 0.50 -0.61 -0.23 0.42 -0.72 -0.79 -0.63 -0.21 0.62 -0.04 -0.54 0.21 0.96 0.49 0.43 -0.88 0.36 0.07 0.25 0.52 0.41 0.38 -0.47 0.55 0.24 0.22 0.37 0.36 0.33 0.34 0.37 0.55 0.39 0.40 0.32 0.33 0.49 -0.54 0.30 0.34 0.56 0.36 -0.38 0.10 0.22 0.21 0.38 0.38 0.29 0.25 0.35 0.06 0.20 0.45 0.32 -0.62 -0.47 0.12 0.09 -0.07

Entry 6:
C6H8 | ωB97M-V/def2-TZVPD

Relative energy (zero: lowest compared OMol25 entry of this formula, charge and spin) = 60.8 kcal/mol

Geometry (Å):
C1 0.393 1.000 -1.082
C2 -0.693 0.238 -1.240
C3 0.592 -1.086 0.206
C4 -0.452 0.565 1.103
C5 0.865 0.553 0.293
C6 -0.822 -0.547 0.073
H1 -0.316 0.228 2.132
H2 1.823 0.236 0.600
H3 -1.089 1.458 1.072
H4 -1.309 0.090 -2.115
H5 1.053 -1.636 -0.627
H6 0.808 -1.623 1.153
H7 -1.674 -1.206 0.202
H8 0.820 1.730 -1.768

Calculated atomic charges, method Mulliken, unit e: -0.51 -0.47 -0.67 -0.56 -0.29 -0.33 0.28 0.40 0.27 0.40 0.33 0.29 0.45 0.41

Entry 7:
H26O13 | ωB97M-V/def2-TZVPD

Relative energy (zero: lowest compared OMol25 entry of this formula, charge and spin) = 112.7 kcal/mol

Geometry (Å):
O1 2.607 1.728 -0.827
O2 -0.398 -1.308 -3.381
O3 2.649 -1.482 1.448
O4 0.256 -3.418 -2.022
O5 2.862 -0.098 -2.679
O6 -0.852 4.909 1.577
O7 -2.307 -2.527 0.487
O8 -3.082 3.610 -1.009
O9 0.159 0.143 4.788
O10 2.057 2.108 2.140
O11 1.926 -2.689 -1.360
O12 -5.328 -1.515 1.549
O13 -1.029 0.580 0.026
H1 -0.099 -0.413 -3.184
H2 -3.180 3.615 -1.968
H3 -1.785 4.698 1.458
H4 -0.127 0.559 0.364
H5 3.539 1.771 -0.586
H6 3.174 -0.328 -3.561
H7 1.707 -2.271 -2.200
H8 2.144 1.748 0.018
H9 -0.834 5.872 1.624
H10 0.199 -4.342 -1.754
H11 3.211 0.788 -2.530
H12 2.831 -2.997 -1.481
H13 -1.410 -2.697 0.796
H14 -2.192 -1.894 -0.232
H15 0.533 0.758 4.147
H16 -1.272 -0.350 -0.051
H17 2.152 -2.304 1.523
H18 -1.134 -1.181 -3.991
H19 -4.509 -1.009 1.598
H20 -5.995 -0.860 1.316
H21 2.123 1.198 1.829
H22 1.265 2.112 2.689
H23 0.030 -0.669 4.286
H24 3.290 -1.529 2.166
H25 -2.520 2.847 -0.835
H26 -0.661 -3.163 -2.178

Calculated atomic charges, method Mulliken, unit e: -0.61 -0.56 -0.57 -0.48 -0.51 -0.63 -0.55 -0.63 -0.61 -0.60 -0.57 -0.62 -0.51 0.31 0.30 0.32 0.25 0.32 0.28 0.29 0.27 0.30 0.23 0.29 0.25 0.30 0.32 0.29 0.20 0.29 0.26 0.31 0.31 0.29 0.29 0.31 0.29 0.32 0.26

Entry 8:
C7H15BF6NNiPS3 | ωB97M-V/def2-TZVPD

⟨S²⟩ = 0.9807
Total charge = +1
2S+1 = 2
Relative energy (zero: lowest compared OMol25 entry of this formula, charge and spin) = 0.0 kcal/mol

Geometry (Å):
Ni1 0.504 -0.238 -0.073
S1 0.317 -0.484 2.185
S2 -0.759 1.736 -0.072
S3 -1.405 -1.523 -0.281
P1 1.010 -0.928 -3.005
F1 0.831 -0.056 -4.291
F2 1.161 -1.704 -1.469
F3 2.571 -0.761 -2.998
F4 -0.604 -1.023 -2.812
F5 1.050 -2.318 -3.714
F6 0.901 0.473 -2.019
N1 2.233 0.449 0.327
C1 -1.564 -2.253 1.366
C2 3.259 0.686 -0.197
C3 -1.150 1.871 1.692
C4 -2.727 -0.275 -0.287
C5 -1.278 -1.291 2.497
C6 -2.264 1.071 -0.820
C7 -0.047 1.253 2.547
B1 4.597 0.990 -0.863
H1 -0.850 -3.079 1.358
H2 -3.057 1.811 -0.705
H3 -1.200 -1.819 3.448
H4 -2.014 1.010 -1.880
H5 4.167 0.880 -2.064
H6 4.967 2.118 -0.715
H7 -2.058 -0.540 2.597
H8 -0.290 1.321 3.608
H9 -2.122 1.422 1.888
H10 -3.515 -0.661 -0.934
H11 -3.138 -0.191 0.717
H12 -2.560 -2.691 1.449
H13 -1.229 2.931 1.932
H14 5.354 0.053 -0.804
H15 0.907 1.761 2.395

Calculated atomic charges, method Mulliken, unit e: 0.71 0.09 0.06 0.16 1.35 -0.33 -0.55 -0.31 -0.40 -0.30 -0.45 -0.47 -0.83 0.34 -0.69 -0.76 -0.58 -0.78 -0.71 0.07 0.46 0.53 0.49 0.42 0.06 -0.05 0.30 0.51 0.32 0.54 0.39 0.49 0.51 -0.03 0.47

Quick rundown of DFT total energy, same order as above: -96088.585, -32768.827, -68707.154, -20980.578, -201848.975, -6348.146, -27037.061, -108808.190 eV